1.
A structure of composition C3H5HgO2, computed with ωB97M-V with the def2-TZVPD basis set.

* expectation value of S²: 2.05
* total charge: -1
* multiplicity: 3
* energy above the lowest of the compared OMol25 structures with the same formula, charge and spin: 296.7 kJ/mol

Last column: natural (NBO) charge in e.
Positions of all 11 atoms, in Å:
H -1.329 0.596 2.194  -0.453
O 0.322 -0.725 -0.399  -0.566
C 0.308 0.563 -0.466  0.160
O -0.954 1.047 -0.422  -0.498
C -2.006 0.345 0.097  -0.234
H -2.931 0.916 0.126  0.169
H -1.954 -0.740 0.152  0.179
C 1.652 -1.423 -0.237  -0.161
H 2.098 -0.953 0.665  0.144
H 2.251 -1.073 -1.105  0.134
Hg 2.544 1.447 -0.604  0.125



2.
A structure of composition C24H39N2O2P3PtS, computed with ωB97M-V with the def2-TZVPD basis set.

* expectation value of S²: 6.02
* total charge: +4
* multiplicity: 5
* energy above the lowest of the compared OMol25 structures with the same formula, charge and spin: 158.3 kJ/mol

Last column: Mulliken charge in e.
Positions of all 72 atoms, in Å:
P 4.628 -2.131 -0.108  0.687
C 4.607 -1.865 1.727  -1.106
H 5.642 -1.659 2.039  0.435
H 4.268 -2.796 2.207  0.404
H 3.928 -1.050 2.043  0.348
C 6.377 -2.749 -0.311  -1.156
H 6.475 -3.207 -1.296  0.403
H 6.712 -3.488 0.418  0.407
H 7.024 -1.882 -0.272  0.442
C 4.885 -0.384 -0.576  -0.891
H 5.955 -0.239 -0.775  0.385
H 4.563 0.314 0.209  0.342
H 4.329 -0.157 -1.494  0.239
P -1.504 4.068 -0.529  0.789
C -1.762 4.430 1.266  -1.082
H -2.174 5.435 1.453  0.449
H -0.784 4.317 1.775  0.392
H -2.423 3.655 1.693  0.317
C -0.892 5.588 -1.387  -1.087
H -1.002 5.477 -2.483  0.372
H 0.193 5.680 -1.209  0.386
H -1.404 6.499 -1.045  0.409
C -3.235 3.782 -1.155  -1.016
H -3.911 4.645 -1.148  0.418
H -3.676 2.944 -0.582  0.294
H -3.148 3.405 -2.189  0.362
P -2.802 -2.117 0.414  0.957
C -3.122 -2.217 2.194  -1.060
H -3.714 -3.130 2.371  0.490
H -3.719 -1.359 2.529  0.444
H -2.212 -2.286 2.803  0.196
C -4.407 -1.959 -0.436  -1.186
H -4.853 -2.968 -0.535  0.445
H -4.283 -1.475 -1.425  0.360
H -5.083 -1.340 0.194  0.436
C -1.876 -3.608 -0.016  -0.909
H -2.351 -4.478 0.478  0.476
H -0.824 -3.527 0.334  0.112
H -1.830 -3.721 -1.099  0.361
Pt 0.057 -0.582 -1.470  0.483
C 1.017 0.594 -0.237  0.557
O 1.603 1.323 0.456  -0.437
C -1.638 -0.639 -0.181  0.149
O -1.972 0.368 0.445  -0.186
C -1.360 -0.035 -3.174  -1.078
C -1.018 -1.417 -3.198  -0.033
C 0.320 -1.873 -3.247  -1.048
C 1.356 -0.904 -3.145  0.150
C 1.016 0.465 -3.191  -1.149
C -0.329 0.923 -3.182  0.103
H -2.403 0.317 -3.096  0.460
H -1.832 -2.136 -3.276  0.753
H 0.588 -2.943 -3.232  0.431
H 2.417 -1.198 -3.103  0.638
H 1.791 1.230 -2.989  0.530
H -0.562 1.985 -3.225  0.657
N 1.110 -2.984 0.942  -0.279
C 0.788 -2.152 2.006  0.155
N 0.413 -0.907 1.934  0.599
C 0.181 -0.376 3.194  -0.396
C -0.349 0.893 3.491  -0.558
C -0.659 1.178 4.825  -0.522
C -0.457 0.243 5.866  -0.772
C 0.028 -1.034 5.540  -0.366
C 0.366 -1.330 4.228  0.687
S 0.833 -2.903 3.565  -0.174
H 1.745 -3.718 1.210  0.338
H 1.374 -2.497 0.088  -0.220
H -0.527 1.586 2.656  0.187
H -1.092 2.147 5.058  0.412
H -0.706 0.491 6.905  0.423
H 0.123 -1.838 6.265  0.442



3.
A cluster of 2 separate species, C5H5N in total, computed with ωB97M-V with the def2-TZVPD basis set.

* energy above the lowest of the compared OMol25 structures with the same formula, charge and spin: 612.5 kJ/mol

Last column: natural (NBO) charge in e.
Positions of all 11 atoms, in Å:
C 2.809 -0.001 -0.131  0.245
C -2.540 -0.670 0.039  -0.806
C 1.732 0.840 0.191  -0.301
C 0.416 0.476 -0.074  -0.244
C -2.339 0.584 -0.211  0.194
N 3.747 -0.654 -0.255  -0.287
H -1.745 -1.407 0.433  0.296
H -3.575 -1.158 -0.183  0.312
H 1.893 1.756 0.504  0.225
H 0.208 -0.533 -0.375  0.176
H -0.605 0.766 0.060  0.190



4.
A structure of composition C92H110BeCl4F6N14O4, computed with ωB97M-V with the def2-TZVPD basis set.

* total charge: +10

Last column: Mulliken charge in e.
Positions of all 231 atoms, in Å:
Be 0.357 1.748 0.153  1.633
C -5.443 4.690 0.805  1.260
O -4.665 5.818 1.313  -0.434
O -6.215 4.313 1.928  -0.690
C -6.113 5.060 -0.554  0.738
F -5.284 5.492 -1.472  -0.260
F -6.701 3.917 -1.048  -0.253
F -7.108 5.957 -0.555  -0.270
C -3.354 6.015 0.885  0.815
C -2.809 7.213 1.629  -1.292
H -2.641 6.994 2.684  0.258
H -1.865 7.532 1.188  0.269
H -3.514 8.042 1.681  0.482
H -3.105 5.987 -0.175  0.140
H -2.845 5.137 1.284  -0.263
H -4.830 3.820 0.572  -0.853
C 0.544 5.115 -0.283  0.063
O 1.527 4.348 -1.016  -0.087
O -0.439 4.187 0.192  -0.128
C 1.174 6.158 0.620  0.013
F 1.797 5.564 1.679  0.048
F 2.169 6.916 0.127  -0.313
F 0.349 6.988 1.197  -0.279
C 2.519 5.234 -1.785  -0.146
C 3.087 4.403 -2.960  -0.987
H 3.852 4.961 -3.501  0.435
H 3.495 3.479 -2.550  0.065
H 2.201 4.175 -3.552  0.211
H 3.447 5.304 -1.216  -0.124
H 2.227 6.212 -2.167  0.475
H 0.153 5.820 -1.017  0.353
C 0.865 -9.525 4.409  -0.759
N 0.542 -8.078 4.367  0.039
C 1.502 -7.177 4.507  -0.496
C 1.221 -5.809 4.570  -0.280
C -0.051 -5.270 4.434  0.732
C -0.957 -6.321 4.246  -0.610
C -0.752 -7.678 4.367  -0.577
C -0.478 -3.768 4.538  0.818
C 0.442 -2.742 4.191  -0.878
C 0.083 -1.381 4.514  -0.675
N -1.169 -1.051 4.986  0.411
C -2.052 -2.048 5.337  -0.635
C -1.661 -3.434 5.073  -0.440
C -1.582 0.338 5.020  -0.813
H 0.689 -9.903 5.416  0.384
H 1.902 -9.745 4.156  0.349
H 0.133 -10.018 3.769  0.302
H 2.509 -7.553 4.617  0.529
H 1.953 -5.087 4.898  0.571
H -1.990 -6.080 4.045  0.356
H -1.515 -8.420 4.182  0.424
H 1.492 -2.967 4.073  0.452
H 0.827 -0.666 4.195  0.595
H -2.947 -1.716 5.841  0.580
H -2.321 -4.195 5.464  0.709
H -2.495 0.348 5.615  0.305
H -1.614 0.799 4.033  0.196
H -0.866 0.931 5.590  0.367
C -5.687 1.549 4.059  -1.060
N -4.528 2.339 4.397  0.551
C -3.612 2.543 3.469  -0.515
C -2.490 3.290 3.776  -0.323
C -2.268 3.804 5.034  0.551
C -3.134 3.452 6.034  -0.625
C -4.354 2.766 5.701  -0.891
C -1.133 4.736 5.271  0.725
C -0.666 5.473 4.181  -0.186
C 0.460 6.308 4.358  -0.922
N 1.019 6.511 5.577  0.235
C 0.572 5.769 6.665  -0.929
C -0.415 4.783 6.390  -0.643
C 2.134 7.564 5.737  -1.030
H -5.591 0.900 3.189  0.309
H -6.500 2.272 3.997  0.380
H -5.919 0.819 4.833  0.413
H -3.647 2.101 2.485  0.396
H -1.666 3.266 3.079  0.619
H -3.012 3.829 7.039  0.636
H -5.020 2.431 6.482  0.483
H -1.066 5.510 3.179  0.648
H 0.779 6.980 3.575  0.534
H 1.059 5.959 7.610  0.573
H -0.773 4.225 7.242  0.666
H 1.864 8.174 6.598  0.457
H 2.010 8.318 4.959  0.367
H 3.120 7.102 5.795  0.340
C -5.111 -6.287 1.056  -0.914
N -3.739 -5.654 0.910  0.161
C -2.585 -6.381 0.645  -1.286
C -1.370 -5.696 0.683  -0.829
C -1.282 -4.333 0.910  1.030
C -2.449 -3.604 1.097  -0.602
C -3.654 -4.282 1.018  -0.667
C 0.114 -3.733 0.797  1.409
C 1.096 -4.463 1.436  -0.656
C 2.397 -3.974 1.238  -1.341
N 2.677 -2.824 0.569  0.426
C 1.672 -2.106 0.013  -1.516
C 0.394 -2.585 0.062  -0.400
C 4.134 -2.369 0.306  -0.623
H -5.414 -6.353 0.012  0.394
H -5.841 -5.674 1.584  0.344
H -4.992 -7.212 1.621  0.363
H -2.810 -7.426 0.489  0.750
H -0.472 -6.200 0.356  0.769
H -2.512 -2.537 0.946  0.352
H -4.586 -3.736 1.042  0.538
H 0.953 -5.417 1.921  1.018
H 3.283 -4.470 1.605  0.548
H 1.972 -1.429 -0.774  0.316
H -0.335 -2.156 -0.610  1.119
H 4.350 -1.461 0.869  0.229
H 4.177 -1.985 -0.713  0.117
H 4.844 -3.196 0.328  0.410
C -2.469 -1.682 -3.761  -0.914
N -2.109 -3.161 -3.764  0.298
C -0.921 -3.552 -3.274  -0.591
C -0.498 -4.813 -3.466  -0.618
C -1.275 -5.693 -4.211  0.621
C -2.452 -5.314 -4.740  -0.556
C -2.952 -4.030 -4.446  -0.438
C -0.736 -7.013 -4.365  0.801
C -0.737 -7.713 -5.551  -0.714
C -0.274 -9.015 -5.639  -0.316
N -0.034 -9.677 -4.485  -0.037
C -0.088 -9.058 -3.246  -0.661
C -0.454 -7.720 -3.231  -0.345
C 0.290 -11.119 -4.528  -0.804
H -3.549 -1.541 -3.730  0.449
H -2.011 -1.245 -4.649  0.333
H -1.920 -1.186 -2.961  0.058
H -0.300 -2.851 -2.737  0.859
H 0.470 -5.027 -3.037  0.565
H -3.046 -5.991 -5.337  0.605
H -3.786 -3.709 -5.052  0.500
H -1.139 -7.123 -6.361  0.547
H -0.175 -9.700 -6.468  0.460
H 0.040 -9.708 -2.393  0.526
H -0.691 -7.367 -2.239  0.307
H 1.241 -11.144 -3.996  0.420
H 0.548 -11.494 -5.519  0.302
H -0.395 -11.700 -3.910  0.338
C -8.757 -2.096 -1.343  -0.836
N -7.753 -1.041 -1.759  0.131
C -6.545 -1.067 -1.088  -0.651
C -5.529 -0.162 -1.423  -0.467
C -5.779 0.823 -2.414  0.841
C -7.035 0.861 -3.002  -0.719
C -8.015 -0.076 -2.644  -0.405
C -4.756 1.790 -2.913  0.002
C -3.918 2.455 -2.007  0.088
C -2.778 3.171 -2.372  -1.172
N -2.414 3.065 -3.650  0.423
C -3.217 2.472 -4.599  -0.550
C -4.481 2.000 -4.302  -0.780
C -1.190 3.629 -4.045  -0.994
H -8.555 -2.493 -0.348  0.312
H -8.534 -2.922 -2.019  0.355
H -9.762 -1.677 -1.309  0.358
H -6.464 -1.692 -0.211  0.483
H -4.528 -0.212 -1.022  0.708
H -7.367 1.597 -3.719  0.642
H -9.030 -0.073 -3.012  0.520
H -4.148 2.330 -0.959  0.525
H -2.169 3.738 -1.683  0.900
H -2.844 2.555 -5.610  0.584
H -4.989 1.523 -5.127  0.552
H -1.333 4.650 -4.396  0.344
H -0.737 3.016 -4.825  0.444
H -0.451 3.493 -3.255  0.140
C 4.463 0.182 -2.938  -0.613
N 4.859 0.179 -4.353  0.277
C 4.023 -0.436 -5.199  -0.186
C 4.250 -0.412 -6.617  -0.793
C 5.517 0.051 -6.998  0.519
C 6.395 0.646 -6.105  -0.619
C 6.049 0.641 -4.726  -0.193
C 5.793 -0.061 -8.475  0.665
C 6.133 1.078 -9.218  -0.709
C 6.489 0.955 -10.540  -0.370
N 6.436 -0.230 -11.202  -0.029
C 6.100 -1.356 -10.426  -0.394
C 5.785 -1.254 -9.118  -0.500
C 6.700 -0.266 -12.609  -0.817
H 3.763 -0.608 -2.669  -0.037
H 3.958 1.104 -2.650  -0.050
H 5.340 0.118 -2.294  0.547
H 3.097 -0.830 -4.806  0.562
H 3.592 -0.975 -7.262  0.501
H 7.399 0.923 -6.388  0.536
H 6.678 1.110 -3.984  0.500
H 6.166 2.024 -8.698  0.542
H 6.794 1.737 -11.219  0.558
H 6.124 -2.249 -11.033  0.437
H 5.549 -2.116 -8.513  0.544
H 6.013 0.332 -13.208  0.373
H 6.608 -1.261 -13.044  0.295
H 7.719 0.105 -12.718  0.397
C 5.313 7.949 1.760  -0.803
N 4.953 6.688 2.548  0.142
C 5.226 6.565 3.850  -0.718
C 4.997 5.386 4.553  -1.037
C 4.450 4.273 3.881  0.920
C 4.268 4.375 2.519  -0.401
C 4.569 5.597 1.879  -0.595
C 4.039 3.039 4.682  1.454
C 3.972 3.077 6.107  -0.741
C 3.810 1.959 6.922  -0.749
N 3.803 0.715 6.314  0.064
C 3.961 0.571 4.982  -0.382
C 4.084 1.700 4.128  -0.504
C 3.478 -0.560 7.165  -0.869
H 5.032 8.785 2.400  0.330
H 4.850 8.010 0.775  0.294
H 6.396 7.833 1.718  0.432
H 5.586 7.512 4.226  0.556
H 5.186 5.278 5.611  0.788
H 3.822 3.533 2.012  0.100
H 4.459 5.666 0.807  0.640
H 4.081 4.059 6.545  0.396
H 3.738 1.924 7.999  0.476
H 3.984 -0.471 4.698  0.533
H 4.176 1.527 3.066  0.368
H 3.932 -0.424 8.146  0.354
H 3.785 -1.508 6.723  0.303
H 2.397 -0.526 7.296  0.396
Cl 0.341 0.777 -2.586  -0.893
Cl 0.848 1.904 3.133  -0.977
Cl 3.265 1.414 0.073  -0.743
Cl -2.225 0.315 0.563  -0.901



| no. | E (hartree) |
| --- | --- |
| 1 | -420.90424 |
| 2 | -2737.79772 |
| 3 | -248.04173 |
| 4 | -7089.02651 |